Record 1
Below is an isolated molecule of C7H12BNO4 in a non-equilibrium geometry, with properties calculated with ωB97M-V/def2-TZVPD.

The geometry in XYZ format:
```
25
Properties=species:S:1:pos:R:3:forces:R:3:nbo_charge:R:1
C -3.878060 -0.177594 -2.560712 2.58 -0.22 -1.69 -1.022
B -2.535597 0.511098 -2.183619 -1.16 -0.95 -0.40 0.995
N -1.566768 1.262096 -1.992260 -0.35 -0.25 -0.04 -0.873
C -0.347545 1.622945 -1.575709 0.77 0.43 0.54 0.695
O -0.079870 2.675583 -1.060107 -0.33 0.97 0.39 -0.557
C 0.779150 0.685718 -1.796932 1.03 -1.57 -3.55 -0.493
C 1.327224 -0.099151 -0.641422 -0.96 2.22 2.86 -0.406
C 0.795519 0.411227 0.778333 0.04 0.14 0.09 -0.003
O -0.591684 0.135222 1.038809 0.35 -1.16 -1.57 -0.700
C 1.682809 -0.173070 1.897633 -3.24 1.03 -1.42 0.766
O 2.763861 0.254568 2.072872 2.27 -0.02 0.49 -0.578
O 0.970054 -0.998689 2.694057 0.47 0.82 -1.00 -0.491
C 1.683042 -1.355736 3.796618 3.77 -3.78 2.69 -0.293
H -3.785577 -0.433768 -3.646053 -0.21 0.64 0.56 0.263
H -4.498563 0.661245 -2.415620 -1.78 0.35 0.18 0.265
H -4.098701 -1.139536 -2.153020 -0.45 -0.12 1.02 0.266
H 0.517492 -0.147074 -2.574046 0.25 1.80 0.94 0.204
H 1.555981 1.342600 -2.288201 -0.59 -0.83 0.65 0.246
H 0.927704 -1.069225 -0.688477 -0.01 -1.67 -0.12 0.193
H 2.402315 -0.067669 -0.584050 0.34 -0.29 -0.16 0.240
H 0.873282 1.523331 0.926094 0.15 -1.04 -0.49 0.237
H -0.813579 -0.731470 0.602355 0.28 1.20 0.80 0.458
H 1.074924 -1.381863 4.716646 0.14 0.25 -0.61 0.199
H 2.700213 -0.855797 3.974606 -1.97 0.21 -0.36 0.223
H 2.142374 -2.454991 3.662205 -1.42 1.85 0.20 0.166
```
Forces are in eV/Å.

SMILES string   C/B=N/C(=O)CC[C@@H](O)C(=O)OC

---

Record 2
Below is an isolated molecule of C2H2ClNO in a non-equilibrium geometry, with properties calculated with ωB97M-V/def2-TZVPD.

The geometry in XYZ format:
```
7
Properties=species:S:1:pos:R:3:forces:R:3:nbo_charge:R:1
N -1.934764 -1.442135 0.172040 -0.43 -0.55 0.13 -0.258
C -0.993185 -0.798006 0.137738 0.04 0.55 -1.09 0.223
C 0.136641 0.136749 0.165114 -0.39 0.33 0.29 0.041
O 1.013227 -0.104538 -0.872237 2.03 0.59 0.17 -0.679
Cl -0.535439 1.843511 0.049134 0.27 -0.60 0.24 -0.062
H 0.400534 -0.041419 1.220773 1.23 0.80 -0.39 0.224
H 1.912988 0.405837 -0.872560 -2.75 -1.12 0.65 0.511
```
Forces are in eV/Å.

SMILES string   N#C[C@@H](O)Cl

---

Listing energy relative to the best compared isomer or geometry (same formula, charge and spin) for the structures above in their given order: 76.39, 4.85 kcal per mole.
Listing E_HOMO for the structures above in their given order: -9.84, -11.61 eV.